Record 1
This record from the Open Molecules 2025 dataset describes C43H41N9O3S3SiTl as an isolated structure. The level of theory is ωB97M-V with the def2-TZVPD basis set.

Energy   -4038.3673 hartree
Frontier orbital gap   6.70 eV
Relative energy (zero: lowest compared OMol25 entry of this formula, charge and spin)   68.19 kJ/mol
Max |F|   0.63 eV Å⁻¹
Total charge   -1
Multiplicity   1

```
101
Properties=species:S:1:pos:R:3:lowdin_charge:R:1
N 2.46 2.94 1.91 0.042
H -2.34 1.76 -1.23 0.096
C -1.73 2.90 0.48 -0.231
C 1.91 -1.60 4.03 -0.209
C 1.82 2.78 0.80 -0.835
H -2.00 0.53 3.35 0.091
N -2.50 -0.52 0.37 0.116
S 1.27 -0.38 1.05 0.676
H -1.52 -0.40 -4.76 0.131
H 3.62 -2.52 -1.89 0.117
H -4.67 3.07 -5.00 0.088
C 6.02 2.46 5.41 -0.126
H -0.90 -3.08 -2.03 0.104
C -2.66 2.43 -0.44 -0.027
C 6.52 1.96 4.22 -0.112
H 6.17 1.62 2.13 0.108
C -4.39 3.66 0.67 -0.087
C -0.39 -4.31 -0.32 -0.056
C 2.07 -2.92 -3.29 -0.148
C 1.50 -3.86 -4.15 -0.040
H -0.62 -3.61 4.33 0.032
H 0.72 -4.29 5.25 0.026
H -3.58 4.98 -3.83 0.114
H -5.42 3.96 0.74 0.099
C -0.45 -3.13 -1.04 -0.136
C 0.31 -4.16 4.24 -0.181
C 5.77 2.01 3.06 -0.041
H -0.80 -5.22 -0.72 0.098
C 2.06 -5.12 -4.27 -0.096
H 3.55 -4.41 3.97 0.025
H 2.92 -5.17 2.51 0.025
C 3.11 -4.21 2.99 -0.176
N 3.77 2.59 1.89 -0.019
H -0.82 0.02 2.19 0.009
C -6.17 -0.84 -1.55 -0.107
C -1.88 3.89 -3.23 -0.223
C -3.46 4.12 1.60 -0.088
H -1.40 4.11 2.21 0.104
H 6.61 2.42 6.32 0.088
O 2.13 -0.71 -2.44 -0.125
Tl 0.61 0.60 -1.23 0.699
N 0.07 -1.99 -0.60 -0.006
C -3.98 2.81 -0.35 -0.060
H 0.61 4.78 -3.06 0.097
S -4.44 -0.08 2.05 1.055
H 2.97 3.45 4.29 0.095
H -3.78 4.78 2.40 0.097
H 4.63 -4.79 -2.10 0.097
C 0.65 -1.95 0.61 -0.696
C 3.76 -4.53 -2.68 -0.088
N 0.23 -1.43 -3.53 0.048
H -2.85 -1.14 -2.25 0.099
C -0.04 5.12 -2.26 -0.070
C -1.21 0.27 -3.95 -0.081
C -5.00 -1.06 -2.28 -0.088
C 1.46 -1.57 -3.08 -0.514
C -3.10 4.01 -3.86 -0.024
O -1.42 5.01 -2.62 -0.079
C -3.07 1.72 -4.54 -0.078
C 0.75 -3.08 1.44 -0.244
C 0.22 -4.26 0.92 -0.094
C 4.73 2.99 5.42 -0.107
H -7.13 -0.90 -2.04 0.094
C -1.84 1.55 -3.87 -0.162
C 3.96 3.04 4.27 -0.036
C 3.19 -5.46 -3.53 -0.108
C -2.13 3.75 1.51 -0.024
H 1.62 -5.85 -4.94 0.094
Si 1.52 -3.21 3.16 0.518
C 4.48 2.55 3.07 -0.247
O -0.13 2.47 -2.50 -0.186
N -0.27 -0.18 -3.20 -0.062
N 0.44 3.11 1.00 0.062
C -3.76 -0.98 -1.68 -0.012
H 4.32 3.38 6.35 0.095
H -5.07 -1.28 -3.34 0.099
H 2.28 -1.84 5.03 0.031
C -6.11 -0.55 -0.19 -0.106
N -0.37 2.50 0.29 -0.005
C -3.71 2.93 -4.51 -0.116
H 3.62 -6.45 -3.63 0.092
H 4.09 2.08 1.08 0.071
H 0.62 -3.58 -4.71 0.103
S 2.50 2.31 -0.72 0.630
H 0.11 6.19 -2.08 0.088
H 2.66 -1.00 3.52 0.006
H 0.19 4.56 -1.36 0.058
C -4.86 -0.47 0.40 -0.485
H -3.50 0.87 -5.06 0.101
H -7.01 -0.37 0.38 0.101
N -1.78 -0.01 2.53 0.113
H 3.84 -3.68 2.38 0.032
H 0.29 -5.18 1.51 0.094
C -1.21 2.62 -3.17 -0.333
H 0.08 -5.15 3.85 0.019
C 3.20 -3.26 -2.56 -0.018
C -3.68 -0.68 -0.33 -0.324
H 1.02 -0.97 4.14 0.019
H -4.69 2.45 -1.09 0.114
H 7.52 1.54 4.18 0.096
C -2.74 -0.21 1.60 -0.689
```

=====

Record 2
This record from the Open Molecules 2025 dataset describes a 2-piece molecular cluster, C4H13N4O overall. The level of theory is ωB97M-V with the def2-TZVPD basis set.

Energy   -454.3057 hartree
Frontier orbital gap   11.19 eV
Relative energy (zero: lowest compared OMol25 entry of this formula, charge and spin)   57.90 kJ/mol
Max |F|   1.46 eV Å⁻¹
Total charge   +1
Multiplicity   1

```
22
Properties=species:S:1:pos:R:3:lowdin_charge:R:1
H -0.78 -2.05 -2.66 0.095
N 1.35 0.28 -0.11 0.213
O -1.25 0.19 -1.15 -0.017
H 0.35 -1.04 2.59 0.125
C 1.26 0.13 1.21 -0.440
C -1.73 -0.17 -2.22 -0.554
H -2.34 1.67 -2.67 0.120
H 0.49 0.02 -0.61 0.074
H 3.06 0.97 1.66 0.161
H -0.66 -0.54 1.28 0.126
H -2.36 -1.62 -3.65 0.084
H 1.84 1.05 -0.52 0.127
N 2.16 0.70 2.00 0.062
N 0.26 -0.62 1.68 0.215
H 2.29 1.78 3.83 0.085
C 1.96 0.86 3.42 -0.042
H -2.86 0.55 -3.85 0.114
H 0.92 0.75 3.71 0.095
H -2.39 -2.16 -2.10 0.085
N -2.26 0.74 -3.07 0.177
H 2.46 0.11 3.97 0.083
C -1.76 -1.59 -2.75 0.014
```

=====

Record 3
This record from the Open Molecules 2025 dataset describes C26H26BN11O6STi as an isolated structure. The level of theory is ωB97M-V with the def2-TZVPD basis set.

Energy   -3332.8537 hartree
Frontier orbital gap (spin up / spin down)   3.56 / 5.97 eV
Relative energy (zero: lowest compared OMol25 entry of this formula, charge and spin)   152.88 kJ/mol
Max |F|   0.58 eV Å⁻¹
Total charge   -2
<S²>   2.026
Multiplicity   3

```
72
Properties=species:S:1:pos:R:3:mulliken_spin:R:1
C 0.65 0.33 -3.72 0.021
C 4.12 -0.15 -0.93 -0.002
C 1.23 -1.85 4.18 0.103
H -2.14 4.47 2.33 0.000
H -0.18 5.29 -2.69 0.000
C -3.39 0.93 -4.68 0.001
C -2.35 -1.40 1.67 0.020
C 1.69 -3.18 4.31 -0.022
C -1.58 0.63 -3.09 0.010
N -0.28 0.38 -2.78 -0.018
C 3.62 0.66 1.03 0.000
O 2.28 -4.94 5.66 0.206
B 2.34 2.76 0.36 0.001
H -2.75 0.36 2.87 -0.001
H -2.31 -5.26 1.33 0.002
H 3.14 3.68 0.31 0.000
C -2.01 -1.99 0.43 -0.015
H 4.43 -0.76 -1.77 0.000
N 1.92 0.26 -3.40 0.007
H 2.24 4.81 -1.46 0.002
H -1.73 3.19 -1.80 -0.004
N 3.38 0.94 -1.14 0.003
C 1.19 -1.47 0.42 0.039
C -2.34 -4.18 1.42 0.005
Ti -0.75 0.46 -0.56 0.946
C 1.35 -2.03 1.77 0.086
H -4.00 0.48 -3.90 0.000
N 0.03 2.58 -0.84 -0.022
H 4.80 -1.21 0.91 0.003
O 1.45 -2.08 -0.61 0.046
H 0.97 0.22 -5.90 0.000
C -2.03 -3.40 0.33 0.003
C 0.24 0.33 -5.11 -0.001
H 2.32 -4.94 3.27 0.032
C -1.06 0.49 -5.39 0.004
N -2.03 0.95 1.08 -0.012
O 0.71 -0.22 0.38 0.030
H 2.30 0.39 -2.43 0.001
N 1.27 3.11 -0.73 0.021
C 0.11 4.46 -2.07 -0.003
H -3.57 2.00 -4.67 0.000
H -2.90 -1.76 3.70 0.004
N 1.86 -3.74 5.57 0.179
H 2.60 0.24 -4.14 0.000
C -2.67 -3.60 2.65 -0.010
H -3.43 5.00 1.34 0.000
N -1.99 0.63 -4.41 -0.001
H 1.01 -1.29 5.08 0.027
C 1.81 -3.35 1.91 -0.041
S -3.96 2.89 -0.27 0.001
H -2.88 -4.22 3.51 -0.002
C 1.07 -1.30 2.93 -0.012
C 4.31 -0.38 0.43 -0.004
H -3.66 0.51 -5.65 0.000
O -1.66 -1.28 -0.62 -0.011
H -1.74 -3.83 -0.62 0.002
C 1.98 -3.92 3.15 0.108
O -2.37 0.86 -2.17 -0.006
H 2.02 -3.92 1.01 0.004
N 3.08 1.42 0.08 0.003
H 3.45 0.87 2.07 0.003
H 1.81 2.67 1.44 -0.001
C -2.39 0.03 1.89 -0.011
H -1.44 0.51 -6.40 0.001
N -2.61 4.42 1.44 0.001
C -2.67 -2.23 2.75 0.019
C 1.33 4.23 -1.46 0.010
O 1.60 -3.04 6.60 0.211
C -0.68 3.39 -1.63 0.023
C -2.81 3.12 0.99 0.001
H 0.72 -0.28 2.83 0.009
N -2.06 2.25 1.60 0.004
```